Here is the ion C19H36NO3 with charge +1 in a non-equilibrium geometry from the Open Molecules 2025 dataset. Energies are from wB97M-V/def2-TZVPD.

Geometry as XYZ:
```
59
Properties=species:S:1:pos:R:3:forces:R:3
C -0.4045 -5.2137 -0.0355 -0.059 0.201 0.104
C -0.7430 -3.9014 0.6599 -0.246 0.169 -0.134
C -1.7636 -3.1138 -0.1492 0.339 -0.600 -0.310
O -2.0597 -1.8787 0.5336 -0.011 0.126 0.523
C -2.2140 -0.7876 -0.1717 -0.180 0.612 -0.018
O -2.1810 -0.6928 -1.3710 0.028 -0.123 -0.139
C -2.4367 0.3960 0.7860 0.511 -1.027 0.382
N -2.9660 1.6293 0.1567 -0.011 -0.112 -0.129
C -3.2527 2.6050 1.2257 -0.102 0.538 0.660
C -4.2247 1.3315 -0.5583 -0.815 -0.238 -0.584
C -1.9923 2.1916 -0.8296 1.078 0.317 -0.532
C -0.6624 2.6950 -0.2540 -0.179 0.054 0.071
O 0.0896 1.6585 0.3287 -0.229 -0.155 0.103
C 1.4497 1.5920 -0.1072 0.429 0.008 -0.026
C 1.6137 1.0367 -1.5396 0.030 0.077 -0.083
C 2.5489 -0.1632 -1.3407 -0.047 -0.064 -0.159
C 1.7149 -1.2671 -0.6817 0.020 -0.125 -0.134
C 1.5055 -0.7304 0.7472 -0.013 0.097 0.057
C 2.2688 0.6071 0.7550 -0.184 0.223 0.283
C 2.5834 1.1304 2.1422 -0.051 -0.087 -0.323
C 3.4639 0.3036 -0.1903 0.103 0.010 -0.109
C 4.4127 -0.7788 0.3244 -0.247 0.125 -0.018
C 4.3403 1.5051 -0.5452 -0.228 -0.108 0.051
H 0.3228 -5.7675 0.5503 0.053 -0.098 0.000
H 0.0166 -5.0292 -1.0206 0.064 -0.042 -0.130
H -1.2925 -5.8298 -0.1502 -0.069 -0.131 -0.041
H 0.1588 -3.2998 0.7771 0.008 0.069 0.057
H -1.1522 -4.0972 1.6516 0.038 0.045 0.064
H -1.3894 -2.8851 -1.1511 -0.075 -0.020 0.146
H -2.7016 -3.6695 -0.2392 0.066 0.119 -0.015
H -3.1119 0.0654 1.5774 -0.065 0.188 -0.089
H -1.4591 0.6263 1.2234 -0.260 -0.003 -0.020
H -2.3807 2.7402 1.8613 0.038 -0.076 -0.085
H -3.5299 3.5634 0.7899 0.026 -0.076 -0.121
H -4.0775 2.2500 1.8413 0.024 -0.120 -0.101
H -4.6697 2.2524 -0.9298 0.122 0.078 0.102
H -4.9299 0.8472 0.1150 0.102 0.035 0.126
H -4.0284 0.6704 -1.4005 0.114 0.090 0.120
H -1.7851 1.4022 -1.5552 -0.167 0.147 0.141
H -2.4798 3.0248 -1.3385 -0.131 -0.049 0.111
H -0.1194 3.1381 -1.0957 -0.137 0.019 0.000
H -0.8243 3.4909 0.4863 0.055 -0.020 -0.143
H 1.8702 2.6003 -0.0120 -0.016 -0.061 0.006
H 2.0417 1.7742 -2.2169 -0.024 0.042 -0.027
H 0.6527 0.7208 -1.9477 -0.069 0.011 -0.049
H 3.0533 -0.4760 -2.2524 0.075 -0.015 -0.043
H 2.2485 -2.2161 -0.6866 -0.016 -0.066 0.015
H 0.7734 -1.4141 -1.2112 -0.046 -0.065 -0.069
H 1.9143 -1.4001 1.5026 -0.020 -0.017 0.048
H 0.4544 -0.5769 0.9833 -0.034 -0.057 0.105
H 3.1304 2.0682 2.0848 0.075 0.141 0.065
H 1.6633 1.3017 2.6974 -0.065 0.034 0.123
H 3.1863 0.4108 2.6893 0.067 -0.063 0.136
H 5.0324 -0.3771 1.1224 0.101 -0.006 0.101
H 3.9027 -1.6558 0.7044 -0.040 -0.164 0.066
H 5.0699 -1.0947 -0.4826 0.107 -0.049 -0.062
H 3.7899 2.3373 -0.9692 -0.031 0.159 -0.072
H 5.0890 1.1976 -1.2718 0.104 0.019 -0.072
H 4.8619 1.8590 0.3408 0.094 0.085 0.075
```
Positions in Å, forces in eV/Å.

Computed properties:
net charge	+1
energy above the lowest of the compared OMol25 structures with the same formula, charge and spin	0.000	eV
LUMO level	-0.085	Eh
calculated total energy	-1025.8262	a.u.
structure (SMILES)	CCCOC(=O)C[N+](C)(C)CCO[C@@H]1C[C@@H]2CC[C@@]1(C)C2(C)C

These are the natural (NBO) partial charges, in e, on atoms 1 to 8: C -0.61; C -0.42; C -0.08; O -0.49; C 0.81; O -0.61; C -0.35; N -0.21

***

Here is a structure of composition C34H32Br2N2O6SSbTl in a non-equilibrium geometry from the Open Molecules 2025 dataset. Energies are from wB97M-V/def2-TZVPD.

Geometry as XYZ:
```
79
Properties=species:S:1:pos:R:3:forces:R:3
Tl 1.9112 2.6668 -0.4301 0.024 0.008 0.145
O 2.1414 -0.6545 3.0152 -0.830 0.980 0.094
C 1.9164 0.5212 2.4070 0.236 -0.930 -0.110
O 2.6291 1.0125 1.5607 -0.008 -0.255 0.448
C 0.6350 1.1367 2.8966 -0.544 0.288 0.541
O 0.0636 1.9197 1.8808 -1.051 0.039 -0.946
C -1.1323 1.3881 1.3027 0.409 -1.009 0.971
C -0.9183 0.0594 0.5926 1.181 -0.274 0.560
O -1.9209 -0.7486 0.4157 0.021 0.564 0.156
O 0.2227 -0.2436 0.2262 -0.621 -0.139 -0.278
H 2.9503 -1.0572 2.7151 0.855 -0.223 -0.351
H 0.8525 1.8219 3.7321 0.123 -0.335 -0.108
H -0.0771 0.3811 3.2614 0.409 0.037 -0.057
H -1.4195 2.0312 0.5234 -0.435 1.289 -0.953
H -1.9749 1.3093 2.0001 0.286 0.053 0.123
Br -0.7497 9.2051 -0.4467 -0.357 0.276 -0.140
C -0.3235 7.4210 -0.1850 0.942 -0.509 0.358
C -0.8632 6.3798 -0.9430 -1.033 0.600 -0.329
C -0.4228 5.1096 -0.7135 0.743 0.119 0.282
N 0.5681 4.8444 0.1307 -0.180 -1.096 -0.375
C 1.1304 5.8097 0.8400 -1.097 0.694 -0.523
C 0.6868 7.1276 0.7490 -0.530 -0.656 -0.864
C 2.2028 5.3921 1.7260 0.826 0.462 1.472
C 2.4727 6.1085 2.9052 0.663 -0.785 0.084
C 3.4720 5.5894 3.7392 -0.464 0.310 0.139
Br 3.9103 6.3670 5.4058 -0.242 0.152 -0.353
C 4.1576 4.4272 3.4100 0.094 0.428 -0.206
C 3.8277 3.8161 2.2159 -0.097 -0.020 -0.421
N 2.8663 4.2919 1.3948 0.611 -0.848 0.330
H -1.6512 6.4695 -1.6992 0.358 0.584 0.417
H -0.8392 4.2924 -1.2847 -0.010 -0.227 0.015
H 1.1670 7.8884 1.3217 0.077 0.509 0.165
H 1.9165 6.9932 3.1808 0.034 -0.056 0.013
H 4.9630 4.1240 4.0733 -0.198 -0.371 -0.314
H 4.3419 2.9080 1.8784 -0.223 0.418 0.183
C 0.0082 0.2024 -3.5106 0.622 0.268 -0.212
S -1.3942 0.2872 -2.4484 -0.550 1.116 0.093
C -2.6796 0.9696 -3.5491 1.136 -0.643 -0.068
O -1.8489 -1.1300 -2.2029 -0.361 -0.697 0.110
H -0.0582 -0.6549 -4.1756 -0.147 0.077 -0.177
H 0.9559 0.1624 -2.9602 -0.447 -0.207 0.238
H 0.0108 1.1573 -4.0240 0.030 0.085 -0.477
H -2.6929 0.4031 -4.4879 -0.326 -0.078 0.380
H -2.4024 1.9849 -3.7802 0.098 0.470 0.048
H -3.5857 0.9513 -2.9595 -0.280 -0.159 -0.135
C 0.5292 -4.3606 3.7045 1.133 -0.301 -0.755
C -0.3554 -3.2998 3.7514 -0.261 -0.923 1.059
C -0.8056 -2.7032 2.6020 0.544 -0.565 -0.501
C -0.2870 -3.1105 1.3691 -0.045 0.491 -0.278
C 0.7469 -4.0414 1.3146 -0.604 -0.093 0.486
C 1.1372 -4.6710 2.4939 -0.470 0.006 -0.356
Sb -1.1463 -2.4401 -0.4546 -0.252 -0.738 0.166
C 0.2999 -2.8288 -1.9259 0.136 0.628 0.492
C 1.5902 -2.3969 -1.6825 0.995 -0.530 -0.420
C 2.5536 -2.5511 -2.6983 -0.477 0.926 1.443
C 2.2066 -2.9941 -3.9297 -0.181 -0.786 -1.293
C 0.9153 -3.4512 -4.1552 -0.784 0.234 -0.647
C -0.0657 -3.3365 -3.1661 1.391 -0.582 -0.302
C -2.7952 -3.6868 -0.8350 -0.353 0.007 -0.159
C -3.8643 -3.3505 -1.6847 0.449 -0.205 -0.037
C -4.6705 -4.3715 -2.1820 0.119 0.888 -0.217
C -4.4590 -5.6736 -1.8253 0.265 -0.949 0.498
C -3.4949 -6.0137 -0.8692 -0.211 1.162 -0.440
C -2.6456 -5.0098 -0.3907 0.285 -0.639 0.480
H 0.8115 -4.9917 4.5392 -0.249 0.427 0.298
H -0.8066 -3.0990 4.7112 -0.134 0.396 0.020
H -1.6047 -2.0196 2.7039 -0.715 0.775 -0.224
H 1.1482 -4.3953 0.3817 0.168 0.076 -0.296
H 1.8200 -5.4907 2.4010 0.398 -0.253 0.214
H 1.9346 -2.0117 -0.7231 -0.375 0.005 -0.138
H 3.5465 -2.2306 -2.5025 0.777 0.176 0.152
H 2.9268 -3.0562 -4.7467 -0.079 0.036 0.335
H 0.6675 -3.8202 -5.1655 -0.020 0.039 0.761
H -1.0130 -3.7787 -3.3308 -1.016 -0.032 -0.174
H -4.0462 -2.3352 -2.0201 0.215 -0.082 0.121
H -5.4411 -4.1616 -2.9111 -0.054 0.213 0.081
H -5.0669 -6.4254 -2.3112 0.012 -0.190 0.248
H -3.4196 -7.0183 -0.5141 0.199 -0.433 0.107
H -1.8716 -5.3171 0.3519 -0.551 0.504 -0.694
```
Positions in Å, forces in eV/Å.

Computed properties:
net charge	+2
energy above the lowest of the compared OMol25 structures with the same formula, charge and spin	0.000	eV
LUMO level	-0.178	Eh
calculated total energy	-7834.2190	a.u.

These are the Löwdin partial charges, in e, on atoms 1 to 8: Tl 0.97; O 0.16; C -0.48; O -0.05; C -0.09; O -0.17; C -0.07; C -0.62

***

Here is a cluster of 2 separate species, C4H12N2O in total in a non-equilibrium geometry from the Open Molecules 2025 dataset. Energies are from wB97M-V/def2-TZVPD.

Geometry as XYZ:
```
19
Properties=species:S:1:pos:R:3:forces:R:3
C -0.7491 1.2039 1.1305 0.354 -0.495 -0.483
C 0.0084 0.1314 0.9207 0.947 1.390 1.540
N 1.3221 0.2366 0.2105 -1.156 0.534 -0.021
C 2.4512 0.1322 1.1696 0.097 -0.122 0.200
O 1.4125 -0.6828 -0.7652 0.696 -0.454 -0.597
H -0.6415 2.1107 0.5534 0.248 0.182 0.049
H -1.5861 1.1634 1.8051 -0.219 -0.156 -0.022
H -0.0584 -0.7696 1.5106 -0.094 -0.176 -0.342
H 1.3553 1.1925 -0.1945 -0.040 -0.320 0.199
H 2.4276 -0.8696 1.5963 -0.096 0.076 -0.035
H 2.3533 0.8910 1.9444 -0.026 0.001 0.011
H 3.3863 0.2503 0.6226 -0.216 0.027 -0.114
C -2.0009 -0.3087 -1.7324 -0.087 -0.087 0.065
N -1.2779 -1.2041 -0.8427 0.617 -0.588 -0.602
H -1.7672 -0.4508 -2.7938 -0.150 -0.004 -0.032
H -1.7509 0.7286 -1.4959 0.010 0.035 0.097
H -3.0783 -0.4232 -1.5722 0.108 0.046 -0.157
H -0.2500 -1.1651 -1.0568 -0.902 -0.006 0.245
H -1.5566 -2.1670 -1.0101 -0.093 0.117 -0.002
```
Positions in Å, forces in eV/Å.

Computed properties:
energy above the lowest of the compared OMol25 structures with the same formula, charge and spin	4.687	eV
LUMO level	0.033	Eh
calculated total energy	-344.2128	a.u.
structure (SMILES)	C=C[N@@H+](C)[O-].CN

These are the natural (NBO) partial charges, in e, on atoms 1 to 8: C -0.45; C 0.03; N -0.09; C -0.42; O -0.72; H 0.20; H 0.22; H 0.22